No. 1
16
Properties=species:S:1:pos:R:3 method="wB97M-V/def2-TZVPD" e_homo_ev="-7.91 / -7.87" gap_ha="0.2708 / 0.2632" e_lumo_ev="-0.54 / -0.71"
O 2.28 0.38 -0.87
C 1.78 -1.22 0.64
C -1.26 0.97 0.16
C 1.05 0.62 -0.41
C -2.04 0.67 -1.05
C -0.73 -0.13 1.02
C 2.72 -0.72 -0.22
C 0.68 -0.33 0.51
H -0.72 0.15 2.08
H 1.88 -2.08 1.26
H 3.71 -1.05 -0.45
H -1.85 1.42 -1.83
H -1.82 -0.32 -1.43
H -1.31 -1.05 0.90
H -1.25 1.98 0.54
H -3.12 0.72 -0.83

***

No. 2
16
Properties=species:S:1:pos:R:3 method="wB97M-V/def2-TZVPD" e_homo_ev=-8.95 smiles="C#CC1=CCC[C@@H]1O" gap_ha=0.3593 e_lumo_ev=0.83
O 1.97 0.02 -0.38
C -0.26 -3.25 -0.86
C 0.28 1.21 0.96
C -0.38 -0.67 -0.38
C 0.80 -0.10 0.46
C -0.30 -2.06 -0.69
C -1.24 0.31 -0.66
C -0.82 1.60 -0.07
H -0.19 1.10 1.98
H 1.07 1.96 0.99
H -0.27 -4.30 -1.21
H -1.59 2.19 0.46
H 2.71 0.28 0.18
H -2.17 0.13 -1.20
H 0.93 -0.76 1.34
H -0.54 2.32 -0.92

***

So what do the calculations give for electronic energy? Going down the list: -346.592210 -346.671106 hartree.